Below is a cluster of 2 separate species, C5H9N3 in total at a distorted geometry, with properties calculated with ωB97M-V/def2-TZVPD.

Values from the calculation:
Energy relative to the best compared isomer or geometry (same formula, charge and spin)   4.306 eV
Frontier orbital gap (spin up / spin down)   0.2940 / 0.2623 Eh
Total charge   +2
Electronic energy   -9778.1675 eV

```
17
Properties=species:S:1:pos:R:3:forces:R:3:nbo_charge:R:1
C -3.57820 -1.01180 1.08904 0.471 -0.191 1.362 -0.139
C -4.44016 0.20047 -0.66507 1.136 -1.553 2.475 0.226
C -2.99526 0.20776 0.86556 -0.905 -0.764 -0.400 0.430
C 0.60877 0.10029 -0.36017 0.472 -0.734 -0.077 -0.351
C 1.87578 0.43032 -0.59788 -2.330 2.659 -1.374 -0.084
N -4.44858 -0.94011 0.07173 0.342 1.553 -1.172 -0.054
N -3.51095 0.98993 -0.14535 -0.210 -1.731 0.806 -0.514
N 2.99117 -0.33348 -0.09864 0.338 0.256 1.757 -0.700
H -3.48449 -1.86566 1.79413 0.125 1.048 -0.612 0.320
H -4.95974 0.31667 -1.52788 -1.678 0.534 -2.250 0.259
H 0.39893 -0.86651 0.14620 -0.296 0.783 -0.422 0.215
H -0.20797 0.76996 -0.72468 0.929 -0.829 0.490 0.240
H 2.01798 1.45629 -1.04923 0.766 -1.546 0.447 0.268
H -3.18796 1.85393 -0.49680 0.417 1.143 -0.174 0.473
H 3.93572 -0.11117 -0.46822 -0.679 -0.540 -0.415 0.482
H 2.74895 -1.33791 -0.02476 0.646 0.329 -0.440 0.467
H 3.03685 0.00432 0.87776 0.457 -0.418 -0.002 0.462
```
Positions in Å, forces in eV/Å.


Below is an isolated molecule of C5H9N3O at a distorted geometry, with properties calculated with ωB97M-V/def2-TZVPD.

Values from the calculation:
Energy relative to the best compared isomer or geometry (same formula, charge and spin)   4.691 eV
Frontier orbital gap   0.3443 Eh
Structure (SMILES)   CC1=C/NOCC/N=N\1
Electronic energy   -11844.7172 eV

```
18
Properties=species:S:1:pos:R:3:forces:R:3:nbo_charge:R:1
C -2.57806 0.07214 0.35092 -0.583 -0.697 0.317 -0.640
C -1.19661 0.15574 -0.23512 -0.709 0.713 0.070 0.097
C -0.47702 1.27926 -0.26882 -0.520 -0.186 0.605 -0.086
C 2.22754 -0.30916 0.04191 -0.881 -0.018 -0.295 -0.070
C 1.08907 -1.32614 0.32029 0.250 0.889 1.521 -0.338
H -2.91944 1.02174 0.80034 0.373 -0.479 -0.106 0.224
H -3.34209 -0.22852 -0.40525 0.733 0.196 0.352 0.237
H -2.58136 -0.74932 1.11606 -0.131 0.805 -0.447 0.221
H -0.85596 2.17359 0.22297 -0.078 -0.028 -0.157 0.185
H 0.98960 2.26156 -1.14379 0.392 -0.457 0.212 0.359
H 2.60082 -0.47255 -0.97626 0.172 0.036 0.208 0.190
H 3.02120 -0.41103 0.79455 -0.284 -0.004 -0.261 0.204
H 0.53387 -0.96441 1.22098 0.235 -0.095 -0.594 0.199
H 1.54473 -2.26581 0.60615 0.103 -0.318 -0.193 0.214
N 0.80478 1.30363 -0.83847 -0.070 0.464 -0.722 -0.371
N 0.21604 -1.59943 -0.79740 -0.529 -0.062 -0.808 -0.094
N -0.83317 -0.96590 -0.98693 0.661 -0.759 -0.048 -0.130
O 1.75606 1.02460 0.17785 0.866 0.001 0.347 -0.401
```
Positions in Å, forces in eV/Å.


Below is an isolated molecule of C5H9N3O at a distorted geometry, with properties calculated with ωB97M-V/def2-TZVPD.

Values from the calculation:
Energy relative to the best compared isomer or geometry (same formula, charge and spin)   2.209 eV
Frontier orbital gap   0.2623 Eh
Structure (SMILES)   [H]/N=C(C=O)\C(N)=C(/C)N
Electronic energy   -11847.1992 eV

```
18
Properties=species:S:1:pos:R:3:forces:R:3:nbo_charge:R:1
C 0.40905 1.52277 1.00561 0.377 -0.221 -0.488 -0.653
C -0.34289 -0.66816 -0.05340 0.850 1.739 0.404 -0.012
C -0.92296 0.03965 -1.22533 -0.696 0.474 1.225 0.179
C 0.48708 0.03253 0.77410 -1.399 -0.385 -0.268 0.140
N -0.46796 -2.04417 -0.01762 0.290 -0.755 0.159 -0.820
N 1.27456 -0.67517 1.69331 0.313 -0.334 0.028 -0.833
C 0.16702 0.68365 -2.08991 0.075 -1.300 -1.522 0.382
N -2.18034 0.24121 -1.43361 1.654 -0.063 -0.266 -0.557
O 1.27116 0.19560 -2.28700 -1.796 1.019 0.725 -0.480
H -0.31954 -2.39236 0.92855 -0.498 -0.261 -0.425 0.384
H -1.28609 -2.38690 -0.51379 0.353 -0.131 0.462 0.385
H 2.01157 -0.09679 2.09188 -0.225 -0.332 -0.103 0.377
H 1.66351 -1.50714 1.24375 0.113 0.331 0.343 0.376
H -2.72327 -0.20118 -0.68185 0.154 0.007 -0.270 0.344
H -0.23199 1.52925 -2.67324 0.340 0.326 0.024 0.128
H -0.34270 2.01475 0.38286 0.108 -0.132 0.040 0.224
H 0.15128 1.73170 2.05017 0.012 -0.132 -0.106 0.224
H 1.38252 1.98075 0.80551 -0.026 0.148 0.040 0.210
```
Positions in Å, forces in eV/Å.


Below is an isolated molecule of C5H9N3O at a distorted geometry, with properties calculated with ωB97M-V/def2-TZVPD.

Values from the calculation:
Energy relative to the best compared isomer or geometry (same formula, charge and spin)   3.417 eV
Frontier orbital gap (spin up / spin down)   0.3307 / 0.3306 Eh
Structure (SMILES)   [H]/N=C(/N)C(=C)C(=O)NC
Electronic energy   -11845.9908 eV

```
18
Properties=species:S:1:pos:R:3:forces:R:3:nbo_charge:R:1
C -2.34716 0.10603 -0.44548 -0.275 -0.140 0.152 -0.421
N -1.14616 0.91082 -0.50316 -1.139 3.346 -0.799 -0.619
C -0.23159 1.27604 0.54081 0.333 -3.675 -4.721 0.652
C 1.56166 -0.28654 -0.34356 -0.526 -0.347 -0.086 0.410
C 0.27041 -0.22822 0.43590 2.119 0.768 4.055 -0.099
N 2.66165 0.04802 0.38706 0.235 0.327 0.225 -0.800
C -0.10673 -1.23385 1.23183 0.109 0.321 -0.206 -0.452
N 1.66579 -0.67970 -1.54799 0.206 -0.367 -0.063 -0.707
O 0.41261 2.29255 0.51002 -0.626 -0.073 1.147 -0.537
H -1.18236 1.61989 -1.24073 -0.184 0.063 0.355 0.394
H 3.52162 0.12230 -0.13574 -0.063 0.076 -0.005 0.398
H 2.52809 0.71291 1.13396 0.088 -0.040 -0.087 0.395
H 0.81445 -1.10125 -1.91005 -0.120 0.393 0.127 0.344
H -2.09389 -0.94747 -0.52753 -0.002 -0.244 0.191 0.208
H -2.91192 0.28326 0.47300 -0.051 -0.109 -0.163 0.201
H -2.97573 0.35010 -1.30569 0.082 0.087 0.225 0.217
H -1.00777 -1.19097 1.82387 0.066 0.192 0.310 0.198
H 0.56701 -2.05392 1.42347 -0.251 -0.578 -0.656 0.219
```
Positions in Å, forces in eV/Å.


Below is an isolated molecule of C5H9N3O2S at a distorted geometry, with properties calculated with ωB97M-V/def2-TZVPD.

Values from the calculation:
Energy relative to the best compared isomer or geometry (same formula, charge and spin)   3.256 eV
Frontier orbital gap (spin up / spin down)   0.1890 / 0.2321 Eh
2S+1   3
Expectation value of S²   2.03
Electronic energy   -24723.1524 eV

```
20
Properties=species:S:1:pos:R:3:forces:R:3:nbo_charge:R:1
C 0.11087 -2.96369 -0.58303 1.008 2.011 0.755 -0.260
C 0.76603 -1.73612 -0.36760 3.044 -3.788 1.546 -0.288
C -0.97873 -2.66622 -1.43381 -1.157 -0.501 -0.029 0.061
C 0.12141 -0.75476 -1.12831 0.719 5.336 -2.529 0.505
C -0.86111 2.78316 0.00546 1.485 -1.214 0.178 -0.821
N -0.96748 -1.33318 -1.77573 1.641 -0.529 1.716 -0.624
N 1.67014 1.33128 2.51454 1.201 0.881 -2.379 -0.657
N 1.29759 2.05676 1.29985 -0.483 -0.281 -0.355 -0.738
O -0.67817 0.39924 1.22105 -0.608 -0.782 -0.286 -0.966
O 0.42005 0.62457 -1.15410 -1.195 -5.201 -0.960 -0.683
S 0.12897 1.33369 0.46188 0.973 3.271 3.313 1.919
H 0.42860 -3.89725 -0.12549 -0.381 0.161 -0.406 0.243
H 1.85516 -1.67659 0.02810 -2.290 0.142 -0.578 0.241
H -1.90302 -3.17041 -1.68777 0.385 -0.573 0.205 0.209
H -1.68627 2.29720 -0.52105 0.099 0.981 -0.426 0.234
H -1.10033 3.16246 0.97977 -0.544 0.290 0.348 0.245
H -0.08667 3.44445 -0.42893 -1.064 -0.218 -0.498 0.264
H -1.60172 -0.90444 -2.34656 -1.539 1.273 -1.575 0.414
H 0.77985 1.09487 2.88363 -0.377 -1.387 0.819 0.355
H 2.28482 0.57498 2.15810 -0.916 0.128 1.141 0.346
```
Positions in Å, forces in eV/Å.


Below is an isolated molecule of C5H9N3O3 at a distorted geometry, with properties calculated with ωB97M-V/def2-TZVPD.

Values from the calculation:
Energy relative to the best compared isomer or geometry (same formula, charge and spin)   5.947 eV
Frontier orbital gap (spin up / spin down)   0.2651 / 0.2564 Eh
Electronic energy   -15937.5905 eV

```
20
Properties=species:S:1:pos:R:3:forces:R:3:nbo_charge:R:1
C -0.17721 1.43529 1.26780 -2.893 1.987 1.781 -0.047
C 1.06748 1.01444 0.98861 2.416 -1.745 -1.059 -0.036
C -1.34933 -0.16837 -0.13966 0.409 0.166 1.233 0.235
C 2.79265 0.22122 -0.33841 -0.942 -1.774 -1.176 -0.451
C -0.63176 -1.50520 0.07957 1.952 1.007 0.704 -0.107
N -1.21941 0.97590 0.56722 -1.260 0.576 -0.697 -0.443
N 1.37892 0.27924 -0.02896 -0.169 1.006 -0.117 -0.409
N -2.29854 -0.00677 -1.15794 1.732 -0.017 0.023 0.473
O -2.87807 1.05780 -1.28411 -1.029 0.896 0.090 -0.445
O -2.32837 -0.89656 -1.98776 -0.777 -1.186 -0.902 -0.429
O -1.38991 -2.62873 -0.17235 -0.109 -0.624 1.574 -0.708
H -0.29156 2.34141 1.97229 -0.253 -1.710 -1.402 0.223
H 1.81043 1.35886 1.64768 1.328 0.832 0.766 0.163
H 3.10342 -0.69500 0.18136 0.689 0.225 -0.049 0.208
H 2.83838 -0.08148 -1.47010 0.511 1.251 2.030 0.221
H 3.30268 1.11322 0.05366 0.360 -0.361 -0.720 0.191
H -0.16988 -1.55086 1.16910 -1.199 0.187 -2.150 0.203
H 0.24781 -1.46519 -0.61735 -0.559 -0.078 0.717 0.219
H -1.95915 1.65132 0.24430 0.498 -0.675 0.643 0.451
H -1.84858 -2.45055 -0.97495 -0.704 0.037 -1.287 0.487
```
Positions in Å, forces in eV/Å.


Below is an isolated molecule of C5H9N3O3S at a distorted geometry, with properties calculated with ωB97M-V/def2-TZVPD.

Values from the calculation:
Energy relative to the best compared isomer or geometry (same formula, charge and spin)   5.109 eV
Frontier orbital gap (spin up / spin down)   0.2900 / 0.2898 Eh
Electronic energy   -26773.4192 eV

```
21
Properties=species:S:1:pos:R:3:forces:R:3:nbo_charge:R:1
C -0.10214 -1.33138 -0.22665 -3.387 3.396 0.315 0.615
C -0.85612 1.20207 -0.14331 0.672 -3.955 0.160 0.453
C 1.78150 -2.73665 -0.13154 0.925 -0.366 1.889 -0.408
C 2.06566 -0.44772 0.55638 -0.780 2.831 1.243 -0.402
C -0.86214 3.56930 -0.13615 -2.249 0.722 -0.480 -0.310
N -1.27329 -1.62747 -0.49664 2.537 -0.338 0.823 -0.710
N -2.05895 0.93822 -0.35853 -0.739 0.203 0.705 -0.792
N 1.16033 -1.41107 0.00924 0.094 -2.742 -0.577 -0.458
O -3.54301 -0.89121 -1.16348 -1.101 -0.314 -0.856 -0.913
O -3.05124 -0.84987 1.22717 0.198 -0.034 0.761 -0.899
O -0.17634 2.28197 -0.06659 0.265 2.181 -0.324 -0.499
S -2.65147 -0.63381 -0.11096 1.460 1.195 -1.267 2.387
H 2.43042 -2.71635 -0.95276 0.758 -0.007 -1.623 0.203
H 2.50596 -2.87889 0.72316 -1.156 -0.117 -0.480 0.205
H 1.10076 -3.57744 -0.22460 -0.263 0.267 0.170 0.232
H 3.08495 -0.72972 0.31409 -0.003 0.025 -0.289 0.209
H 1.78944 0.57260 0.05194 0.697 -1.735 1.524 0.254
H 2.00399 -0.46069 1.73828 -0.067 0.392 -2.352 0.214
H -1.53673 3.68384 -1.02095 0.776 -0.779 0.145 0.199
H -0.15310 4.42065 -0.26193 -0.263 -1.035 0.888 0.213
H -1.65845 3.62361 0.67382 1.622 0.209 -0.373 0.208
```
Positions in Å, forces in eV/Å.